1.
# C24H63O23P5

A 8-piece molecular cluster, C24H63O23P5 overall at a distorted geometry (the ωB97M-V functional and the def2-TZVPD basis, the OMol25 dataset).

HOMO-LUMO gap (eV): 9.41
Net charge: 0
Electronic energy (eV): -119439.4745
SMILES string: COP(=O)(OC)OC.COP(=O)(OC)OC.COP(=O)(OC)OC.COP(=O)(OC)OC.COP(=O)(OC)OC.CC(C)=O.CC(C)=O.CC(C)=O
E_HOMO (eV): -9.5
Energy relative to the best compared isomer or geometry (same formula, charge and spin) (kJ/mol): 135.6

Atoms and positions in Å:
C: 2.70 0.74 -1.10
O: 2.97 -0.65 -0.82
P: 1.90 -1.70 -0.68
O: 1.19 -1.58 0.65
O: 0.94 -1.47 -1.97
C: -0.40 -1.96 -2.00
O: 2.50 -3.16 -0.91
C: 1.97 -4.27 -0.30
H: 3.53 1.41 -0.75
H: 1.64 0.89 -0.60
H: 2.51 1.00 -2.06
H: -0.68 -2.71 -1.40
H: -0.73 -1.73 -3.02
H: -0.78 -1.19 -1.31
H: 2.55 -4.50 0.72
H: 2.37 -5.25 -0.75
H: 0.89 -4.46 -0.44
C: -4.04 4.83 2.24
O: -2.85 4.46 1.63
P: -2.66 3.01 0.91
O: -3.99 2.36 1.05
O: -2.47 3.31 -0.71
C: -3.58 2.97 -1.57
O: -1.52 1.95 1.50
C: -0.87 1.27 0.57
H: -4.84 4.33 1.83
H: -3.75 5.72 2.35
H: -3.90 4.34 3.32
H: -4.13 2.09 -1.29
H: -3.26 3.26 -2.54
H: -4.25 3.59 -1.32
H: -0.07 1.08 1.12
H: -0.17 1.94 -0.12
H: -1.49 0.73 -0.05
C: -0.43 -1.40 4.11
O: 0.74 -2.07 3.99
P: 2.20 -1.35 3.72
O: 3.00 -1.42 4.93
O: 2.99 -2.11 2.62
C: 3.86 -3.16 3.06
O: 1.88 0.16 3.29
C: 2.85 0.92 2.51
H: -0.41 -0.97 3.17
H: -0.21 -0.72 4.83
H: -1.13 -2.10 4.37
H: 4.50 -2.83 3.93
H: 4.55 -3.47 2.32
H: 3.22 -3.91 3.18
H: 3.77 0.95 3.10
H: 2.69 1.94 2.29
H: 2.84 0.42 1.59
C: -1.93 -3.86 1.02
O: -2.93 -3.48 0.12
P: -4.21 -2.68 0.64
O: -4.16 -2.50 2.07
O: -4.29 -1.26 -0.08
C: -5.40 -0.43 0.08
O: -5.55 -3.49 0.30
C: -5.72 -4.77 0.69
H: -1.21 -4.60 0.72
H: -2.21 -4.34 1.80
H: -0.98 -3.25 1.16
H: -5.31 0.01 1.01
H: -6.51 -0.90 0.04
H: -5.64 0.51 -0.68
H: -6.03 -4.88 1.95
H: -4.67 -5.18 0.73
H: -6.34 -5.52 0.15
C: -0.92 7.07 2.35
O: 0.33 6.66 2.09
P: 0.77 5.69 0.93
O: 0.06 4.37 0.97
O: 0.19 6.55 -0.41
C: 1.05 7.36 -1.13
O: 2.27 5.51 0.55
C: 2.81 4.36 -0.31
H: -1.64 6.94 1.53
H: -1.20 8.25 2.47
H: -1.35 6.40 3.12
H: 1.28 7.92 -0.24
H: 0.66 8.06 -1.63
H: 1.86 6.86 -1.63
H: 3.88 4.35 -0.52
H: 2.17 4.40 -1.18
H: 2.48 3.58 0.27
C: -4.10 -6.26 -2.32
C: -2.77 -6.25 -3.19
C: -1.58 -5.53 -2.52
O: -2.64 -6.88 -4.21
H: -4.89 -7.06 -2.64
H: -4.65 -5.26 -2.39
H: -3.71 -6.41 -1.31
H: -0.82 -5.32 -3.26
H: -1.23 -6.15 -1.77
H: -2.03 -4.55 -2.38
C: 0.79 0.47 -5.32
C: 0.22 1.90 -5.33
C: -0.26 2.50 -4.07
O: -0.05 2.41 -6.41
H: 1.56 0.42 -4.57
H: 1.38 0.26 -6.15
H: 0.01 -0.29 -5.19
H: 0.64 3.04 -3.59
H: -0.50 1.82 -3.30
H: -1.29 3.12 -4.14
C: 5.78 -0.82 0.43
C: 6.98 -1.46 1.00
C: 8.32 -0.74 0.56
O: 7.06 -2.38 1.75
H: 5.83 -1.09 -0.65
H: 5.50 0.24 0.81
H: 4.83 -1.21 0.82
H: 8.24 0.25 0.65
H: 8.30 -1.15 -0.58
H: 9.27 -0.83 1.15

2.
# C20H24CeN2O3S

C20H24CeN2O3S as an isolated structure at a distorted geometry (the ωB97M-V functional and the def2-TZVPD basis, the OMol25 dataset).

HOMO-LUMO gap (spin up / spin down) (eV): 4.78 / 4.78
Net charge: +2
Electronic energy (eV): -53997.4984
E_HOMO (spin up / spin down) (eV): -13.5 / -13.5
Energy relative to the best compared isomer or geometry (same formula, charge and spin) (kJ/mol): 172.8

Atoms and positions in Å:
C: 2.27 -2.19 1.81
C: 3.27 -1.13 1.46
H: 1.34 -1.62 1.72
H: 2.29 -2.67 2.77
H: 2.18 -3.04 1.12
H: 2.63 -0.34 1.01
H: 3.63 -0.69 2.38
H: 4.06 -1.34 0.76
C: -3.35 -1.32 -1.60
C: -4.48 -1.69 -2.32
C: -4.70 -1.06 -3.55
C: -3.77 -0.16 -4.09
H: -3.01 -1.88 -0.72
H: -5.15 -2.44 -1.91
H: -5.62 -1.28 -4.09
H: -3.83 0.17 -5.13
N: -2.71 -0.16 -1.97
C: -2.71 0.33 -3.29
C: -1.61 1.25 -3.78
N: -0.55 1.66 -2.95
C: 0.65 2.12 -3.45
C: -0.42 2.45 -5.55
C: 0.69 2.65 -4.74
H: 1.55 2.08 -2.83
H: 1.58 3.18 -5.08
C: -1.51 1.69 -5.11
H: -2.28 1.38 -5.81
H: -0.44 2.92 -6.53
Ce: -0.70 0.34 -1.20
C: 0.39 -1.48 -2.28
H: 1.17 -0.97 -2.89
H: -0.37 -1.87 -2.98
H: 0.83 -2.30 -1.67
C: 2.70 -1.20 5.84
C: 1.84 -0.36 4.92
C: 2.37 0.81 4.31
C: 1.56 1.58 3.49
C: 0.28 1.14 3.20
C: -0.34 0.19 3.99
C: 0.46 -0.61 4.80
S: -0.60 1.89 1.90
O: -2.00 1.87 2.24
O: 0.10 3.10 1.59
O: -0.28 0.78 0.83
H: 3.58 -1.65 5.37
H: 3.11 -0.64 6.70
H: 2.13 -2.03 6.29
H: 3.38 1.17 4.51
H: 1.84 2.56 3.13
H: -1.41 0.18 3.99
H: -0.05 -1.37 5.40

3.
# C9H16N2S2

A 2-piece molecular cluster, C9H16N2S2 overall at a distorted geometry (the ωB97M-V functional and the def2-TZVPD basis, the OMol25 dataset).

HOMO-LUMO gap (eV): 7.33
Net charge: 0
Electronic energy (eV): -34238.1896
E_HOMO (eV): -8.1
Energy relative to the best compared isomer or geometry (same formula, charge and spin) (kJ/mol): 334.1

Atoms and positions in Å:
C: -0.93 -2.66 0.50
C: -1.15 -0.53 0.43
C: 0.20 -0.78 0.41
C: 1.85 0.24 -2.13
C: -2.89 0.75 1.61
C: -2.46 1.20 -0.89
C: 2.46 1.10 -1.13
C: -1.91 0.76 0.47
C: 2.50 0.33 0.21
N: -1.80 -1.72 0.44
N: 0.31 -2.16 0.38
S: 2.68 1.36 1.79
S: 3.57 -1.11 0.13
H: -1.19 -3.67 0.49
H: 2.28 -0.74 -2.19
H: 1.98 0.67 -3.10
H: 0.76 0.09 -1.90
H: -3.25 1.77 1.83
H: -2.40 0.20 2.47
H: -3.74 0.14 1.49
H: -1.79 1.31 -1.80
H: -3.09 1.98 -0.60
H: -3.03 0.36 -1.33
H: 1.86 2.10 -1.03
H: 3.58 1.55 -1.41
H: -1.30 1.61 0.64
H: 1.06 -2.83 0.25
H: 2.34 0.21 2.62
H: 3.50 -1.52 1.34

4.
# C3H4N2O

The molecule C3H4N2O (the ωB97M-V functional and the def2-TZVPD basis, the OMol25 dataset).

HOMO-LUMO gap (eV): 10.61
Net charge: 0
Electronic energy (eV): -8201.3657
SMILES string: [H]/N=C/N1CC1=O
E_HOMO (eV): -9.8
Energy relative to the best compared isomer or geometry (same formula, charge and spin) (kJ/mol): 243.1

Atoms and positions in Å:
H: 2.55 1.14 -0.65
N: 1.60 1.19 -0.29
C: 1.20 0.03 0.03
N: -0.07 -0.15 0.60
C: -1.24 -0.85 -0.03
C: -1.22 0.56 0.43
O: -1.73 1.63 0.56
H: 1.76 -0.90 -0.07
H: -1.68 -1.65 0.55
H: -1.20 -1.00 -1.11

5.
# C4H13N2

A 2-piece molecular cluster, C4H13N2 overall at a distorted geometry (the ωB97M-V functional and the def2-TZVPD basis, the OMol25 dataset).

HOMO-LUMO gap (spin up / spin down) (eV): 4.48 / 4.67
Net charge: +2
Electronic energy (eV): -7313.3341
2S+1: 2
E_HOMO (spin up / spin down) (eV): -18.0 / -18.0
Energy relative to the best compared isomer or geometry (same formula, charge and spin) (kJ/mol): 646.7

Atoms and positions in Å:
C: 0.36 -1.78 0.91
C: 0.00 -0.21 0.80
C: -1.57 -0.21 0.45
C: -2.24 1.17 0.20
N: -1.93 1.69 -1.13
N: 0.69 0.49 -0.09
H: 0.28 -2.18 -0.10
H: 1.40 -1.86 1.23
H: -0.26 -2.39 1.56
H: 0.08 0.23 1.82
H: -2.13 -0.76 1.20
H: -1.62 -0.76 -0.49
H: -3.31 1.00 0.25
H: -1.75 1.91 0.85
H: -2.17 2.68 -1.31
H: -0.95 1.52 -1.41
H: 1.56 0.89 0.32
H: 6.62 -0.86 -2.84
H: 6.94 -0.57 -2.22

6.
# C25H64N4O9

A 5-piece molecular cluster, C25H64N4O9 overall at a distorted geometry (the ωB97M-V functional and the def2-TZVPD basis, the OMol25 dataset).

HOMO-LUMO gap (eV): 9.03
Net charge: 0
Electronic energy (eV): -51344.7741
SMILES string: COCCNCCOC.COCCNCCOC.COCCNCCOC.COCCNCCOC.CO
E_HOMO (eV): -8.4
Energy relative to the best compared isomer or geometry (same formula, charge and spin) (kJ/mol): 45.1

Atoms and positions in Å:
C: -1.71 6.49 -1.71
O: -1.48 5.10 -1.58
C: -1.26 4.66 -0.27
C: 0.24 4.64 0.04
N: 0.91 3.66 -0.79
C: 2.37 3.80 -0.83
C: 3.08 3.24 0.41
O: 3.04 4.01 1.57
C: 3.54 5.32 1.45
H: -2.06 6.72 -2.72
H: -0.77 7.01 -1.50
H: -2.49 6.83 -1.03
H: -1.62 3.63 -0.21
H: -1.80 5.18 0.52
H: 0.41 4.54 1.11
H: 0.60 5.65 -0.23
H: 0.57 3.75 -1.74
H: 2.60 4.88 -0.92
H: 2.75 3.32 -1.73
H: 4.11 3.03 0.06
H: 2.68 2.25 0.65
H: 3.89 5.64 2.43
H: 2.75 6.00 1.12
H: 4.38 5.38 0.75
C: 2.29 1.12 -8.96
O: 2.04 0.69 -7.65
C: 0.87 1.24 -7.10
C: 0.59 0.57 -5.75
N: 1.78 0.73 -4.93
C: 1.57 0.16 -3.59
C: 2.86 0.04 -2.82
O: 3.74 -0.79 -3.54
C: 4.94 -0.98 -2.85
H: 1.89 2.13 -9.13
H: 1.77 0.48 -9.69
H: 3.35 1.23 -9.13
H: 0.02 1.18 -7.80
H: 0.97 2.32 -6.90
H: 0.27 -0.46 -5.92
H: -0.27 1.08 -5.30
H: 2.51 0.17 -5.38
H: 1.08 -0.81 -3.73
H: 0.89 0.81 -3.05
H: 2.61 -0.39 -1.84
H: 3.25 1.04 -2.60
H: 4.83 -1.32 -1.81
H: 5.50 -0.03 -2.81
H: 5.65 -1.67 -3.31
C: 1.06 -5.83 7.41
O: 1.66 -4.72 6.76
C: 1.12 -3.49 7.26
C: 1.78 -2.35 6.56
N: 1.51 -2.40 5.13
C: 2.16 -1.28 4.44
C: 1.82 -1.32 2.95
O: 2.54 -2.33 2.28
C: 3.87 -1.95 1.94
H: -0.01 -5.82 7.19
H: 1.18 -5.77 8.50
H: 1.53 -6.72 7.01
H: 1.30 -3.47 8.34
H: 0.05 -3.51 7.00
H: 2.84 -2.37 6.85
H: 1.41 -1.42 6.99
H: 1.97 -3.25 4.81
H: 3.25 -1.32 4.62
H: 1.84 -0.33 4.88
H: 2.01 -0.34 2.49
H: 0.77 -1.61 2.88
H: 4.40 -1.53 2.80
H: 3.81 -1.23 1.12
H: 4.38 -2.85 1.61
C: -7.88 -5.78 -0.49
O: -6.72 -5.02 -0.25
C: -6.75 -4.49 1.05
C: -5.46 -3.77 1.40
N: -5.31 -2.53 0.67
C: -4.01 -1.92 0.85
C: -3.79 -0.72 -0.03
O: -4.67 0.34 0.29
C: -4.25 1.56 -0.23
H: -8.74 -5.10 -0.48
H: -8.08 -6.47 0.34
H: -7.86 -6.37 -1.40
H: -6.87 -5.32 1.75
H: -7.56 -3.76 1.23
H: -4.60 -4.45 1.26
H: -5.48 -3.54 2.47
H: -5.57 -2.63 -0.31
H: -3.17 -2.61 0.69
H: -3.95 -1.59 1.90
H: -3.93 -1.04 -1.08
H: -2.77 -0.34 0.02
H: -3.25 1.84 0.10
H: -4.94 2.34 0.09
H: -4.25 1.60 -1.33
C: 0.35 0.36 0.28
O: -0.11 0.97 -0.90
H: 0.33 1.04 1.14
H: -0.33 -0.45 0.54
H: 1.37 -0.05 0.24
H: 0.25 1.89 -0.90

7.
# C46H94IN9O9

A 7-piece molecular cluster, C46H94IN9O9 overall at a distorted geometry (the ωB97M-V functional and the def2-TZVPD basis, the OMol25 dataset).

HOMO-LUMO gap (eV): 8.50
Net charge: 0
Electronic energy (eV): -89158.9829
SMILES string: CCCCCCCCCCCC[C@]1(COC(C)=O)C(=O)N[C@@](N=C(C)C)([C@@H](I)CC)[C@H]1CCCN.CN(C)C=O.CN(C)C=O.CN(C)C=O.CN(C)C=O.CN(C)C=O.CN(C)C=O
E_HOMO (eV): -8.7

Atoms and positions in Å:
C: 7.18 -2.97 1.92
C: 7.78 -2.08 0.68
C: 6.58 -1.53 -0.22
C: 6.97 -0.23 -1.09
C: 6.95 1.15 -0.27
C: 5.45 1.77 -0.13
C: 5.53 3.39 -0.02
C: 4.08 4.08 0.06
C: 3.43 3.68 1.47
C: 1.88 3.28 1.41
C: 1.57 2.20 0.25
C: 0.23 1.36 0.55
C: -0.24 0.46 -0.73
C: 0.88 0.29 -1.87
O: 0.91 1.41 -2.79
C: 1.38 1.03 -4.07
C: 2.60 0.06 -4.37
O: 0.78 1.55 -5.06
C: -1.41 1.42 -1.33
O: -1.41 2.66 -1.49
N: -2.46 0.46 -1.59
C: -2.38 -0.95 -1.11
N: -3.68 -1.11 -0.39
C: -3.62 -1.98 0.61
C: -3.30 -3.54 0.50
C: -3.96 -1.39 2.08
C: -2.34 -1.84 -2.46
I: -4.30 -2.78 -2.90
C: -1.93 -1.03 -3.80
C: -1.41 -2.09 -4.93
C: -1.02 -0.87 -0.22
C: -0.09 -2.17 -0.13
C: 0.82 -2.12 1.23
C: -0.06 -2.24 2.56
N: 0.10 -1.09 3.51
H: 6.17 -3.41 1.67
H: 7.20 -2.33 2.86
H: 7.90 -3.85 2.11
H: 8.34 -1.19 1.15
H: 8.53 -2.73 0.10
H: 6.24 -2.34 -0.96
H: 5.66 -1.23 0.40
H: 6.22 -0.15 -1.97
H: 8.00 -0.41 -1.54
H: 7.66 1.87 -0.81
H: 7.41 0.95 0.77
H: 5.04 1.32 0.84
H: 4.89 1.42 -1.05
H: 6.04 3.60 0.99
H: 6.12 3.82 -0.90
H: 3.42 3.87 -0.85
H: 4.27 5.21 0.08
H: 4.08 2.89 1.97
H: 3.51 4.61 2.15
H: 1.17 4.17 1.27
H: 1.60 2.77 2.40
H: 2.48 1.50 0.11
H: 1.50 2.80 -0.73
H: -0.57 2.09 0.87
H: 0.43 0.61 1.39
H: 0.61 -0.67 -2.45
H: 1.93 0.09 -1.43
H: 2.32 -1.02 -4.58
H: 3.10 0.46 -5.32
H: 3.35 0.19 -3.51
H: -3.29 0.75 -2.11
H: -2.59 -3.81 1.38
H: -2.69 -3.77 -0.45
H: -4.21 -4.22 0.54
H: -4.91 -1.97 2.42
H: -4.26 -0.30 2.05
H: -3.15 -1.64 2.84
H: -1.61 -2.71 -2.34
H: -2.82 -0.49 -4.25
H: -1.08 -0.28 -3.66
H: -2.22 -2.40 -5.68
H: -0.56 -1.55 -5.51
H: -0.91 -2.96 -4.39
H: -1.32 -0.52 0.84
H: -0.64 -3.16 -0.09
H: 0.67 -2.26 -0.98
H: 1.45 -3.09 1.18
H: 1.55 -1.25 1.21
H: -1.17 -2.33 2.25
H: 0.21 -3.20 3.10
H: -0.46 -1.35 4.34
H: -0.40 -0.26 3.13
C: -5.71 1.55 -0.12
N: -7.01 2.01 0.32
C: -7.08 3.05 1.33
C: -8.17 1.49 -0.18
O: -9.29 1.83 0.15
H: -5.16 1.15 0.74
H: -5.16 2.40 -0.54
H: -5.80 0.77 -0.87
H: -7.63 2.67 2.20
H: -7.63 3.91 0.92
H: -6.08 3.36 1.63
H: -8.00 0.71 -0.93
C: 4.55 0.03 7.32
N: 3.65 0.29 6.21
C: 2.68 -0.72 5.84
C: 3.69 1.45 5.50
O: 2.97 1.73 4.57
H: 5.14 -0.87 7.09
H: 3.96 -0.14 8.22
H: 5.23 0.87 7.48
H: 2.84 -1.02 4.81
H: 1.67 -0.30 5.93
H: 2.76 -1.59 6.50
H: 4.47 2.15 5.86
C: 0.91 1.22 11.30
N: 1.34 -0.14 11.04
C: 0.98 -1.18 11.99
C: 2.07 -0.48 9.94
O: 2.46 -1.60 9.67
H: 1.33 1.55 12.25
H: -0.18 1.24 11.34
H: 1.25 1.89 10.51
H: 1.89 -1.64 12.38
H: 0.39 -1.95 11.48
H: 0.40 -0.76 12.81
H: 2.29 0.38 9.29
C: -2.55 5.96 -2.07
N: -2.17 7.20 -1.44
C: -0.80 7.39 -1.01
C: -3.07 8.21 -1.23
O: -2.82 9.28 -0.71
H: -2.35 5.13 -1.38
H: -1.95 5.82 -2.97
H: -3.60 5.96 -2.34
H: -0.78 7.57 0.07
H: -0.38 8.26 -1.52
H: -0.21 6.50 -1.24
H: -4.08 7.97 -1.59
C: -4.10 -7.30 -4.37
N: -2.81 -6.71 -4.65
C: -2.26 -6.82 -5.99
C: -2.09 -6.07 -3.69
O: -0.99 -5.56 -3.85
H: -4.06 -8.37 -4.58
H: -4.85 -6.83 -5.02
H: -4.39 -7.14 -3.33
H: -1.30 -7.35 -5.94
H: -2.08 -5.82 -6.38
H: -2.94 -7.36 -6.64
H: -2.59 -6.04 -2.71
C: -3.59 0.48 -8.54
N: -3.96 -0.90 -8.77
C: -5.10 -1.19 -9.62
C: -3.27 -1.94 -8.23
O: -3.53 -3.12 -8.38
H: -4.43 1.00 -8.06
H: -3.36 0.95 -9.49
H: -2.72 0.54 -7.89
H: -5.84 -1.75 -9.05
H: -4.78 -1.80 -10.47
H: -5.55 -0.26 -9.98
H: -2.42 -1.61 -7.60

Which value of electronic energy does entry 3 give?
-34238.1896 eV

net charge of number 6 (C25H64N4O9)?
0